A 9-piece molecular cluster, C33H72ClN12O12 overall at a distorted geometry, computed with wB97M-V/def2-TZVPD.

The geometry in XYZ format:
```
130
C33H72ClN12O12, DFT wB97M-V/def2-TZVPD
C 4.451 2.557 5.194
C 3.602 1.787 4.149
C 3.038 0.454 4.705
Cl 3.997 -0.962 4.120
C 1.557 0.219 4.527
N 0.974 -0.480 5.481
C -0.313 -0.564 5.077
N -1.241 -1.226 5.791
N -0.471 0.072 3.928
C -1.708 0.247 3.156
C -2.955 0.523 4.026
C -3.634 1.837 3.603
O -3.009 2.848 3.654
O -4.891 1.733 3.216
N 0.730 0.551 3.559
C 1.041 1.283 2.336
O 0.517 0.640 1.213
O 1.508 -0.318 0.915
H 4.892 1.897 5.948
H 3.831 3.303 5.705
H 5.215 3.127 4.655
H 2.854 2.472 3.741
H 4.309 1.515 3.353
H 3.207 0.467 5.783
H -1.520 -0.899 6.722
H -1.675 -2.084 5.494
H -1.594 1.107 2.487
H -1.874 -0.607 2.491
H -2.734 0.642 5.088
H -3.651 -0.314 3.899
H -5.163 2.638 2.903
H 2.110 1.402 2.166
H 0.531 2.255 2.366
H 1.327 -0.679 0.027
C 3.130 -3.153 -3.742
C 2.253 -2.344 -2.824
O 1.887 -2.778 -1.732
N 1.873 -1.115 -3.243
C 2.205 -0.446 -4.492
H 3.348 -4.109 -3.274
H 2.619 -3.339 -4.689
H 4.071 -2.632 -3.924
H 1.284 -0.628 -2.587
H 2.718 0.490 -4.259
H 1.276 -0.224 -5.017
H 2.840 -1.058 -5.124
C -4.275 0.208 8.565
C -3.213 -0.758 9.024
O -2.142 -0.883 8.430
N -3.464 -1.498 10.120
C -4.654 -1.498 10.954
H -3.925 0.727 7.676
H -5.193 -0.326 8.316
H -4.475 0.948 9.340
H -2.709 -2.120 10.366
H -4.370 -1.235 11.974
H -5.082 -2.501 10.957
H -5.396 -0.793 10.597
C -8.835 4.472 2.346
C -7.811 3.504 2.874
O -6.722 3.350 2.328
N -8.124 2.793 3.982
C -9.348 2.834 4.761
H -8.438 4.960 1.460
H -9.750 3.946 2.070
H -9.056 5.235 3.093
H -7.391 2.165 4.276
H -9.106 3.119 5.786
H -9.795 1.839 4.770
H -10.061 3.542 4.353
C 0.946 -0.842 -8.583
C 0.069 -0.018 -7.679
O -0.302 -0.422 -6.582
N -0.309 1.206 -8.123
C 0.028 1.843 -9.385
H 1.165 -1.793 -8.102
H 0.440 -1.040 -9.526
H 1.884 -0.321 -8.770
H -0.895 1.708 -7.474
H 0.548 2.781 -9.181
H -0.892 2.064 -9.927
H 0.660 1.208 -9.999
C 1.437 -4.992 0.052
C 1.730 -6.418 0.445
O 1.587 -7.348 -0.331
N 2.168 -6.648 1.716
C 2.400 -5.685 2.774
H 1.102 -4.966 -0.978
H 0.647 -4.580 0.683
H 2.336 -4.383 0.135
H 2.344 -7.622 1.909
H 3.445 -5.742 3.085
H 1.767 -5.936 3.629
H 2.178 -4.673 2.450
C 3.820 -1.264 -13.079
C 3.250 -0.934 -11.722
O 2.048 -0.967 -11.503
N 4.126 -0.594 -10.739
C 5.572 -0.503 -10.814
H 3.006 -1.514 -13.753
H 4.357 -0.406 -13.485
H 4.490 -2.123 -13.011
H 3.682 -0.387 -9.859
H 6.010 -1.192 -10.090
H 5.878 0.513 -10.560
H 5.938 -0.748 -11.806
C 4.431 6.196 3.055
C 3.722 6.131 4.385
O 2.831 5.320 4.608
N 4.101 7.010 5.344
C 5.126 8.037 5.271
H 4.019 5.436 2.397
H 4.283 7.172 2.592
H 5.497 6.004 3.183
H 3.586 6.911 6.205
H 5.872 7.849 6.044
H 4.666 9.009 5.457
H 5.612 8.052 4.302
C -2.075 -3.105 -6.995
C -0.984 -4.033 -6.520
O 0.053 -4.191 -7.147
N -1.186 -4.700 -5.352
C -2.337 -4.646 -4.472
H -1.768 -2.648 -7.930
H -3.001 -3.658 -7.167
H -2.239 -2.316 -6.261
H -0.418 -5.302 -5.096
H -2.014 -4.310 -3.485
H -2.762 -5.647 -4.379
H -3.097 -3.969 -4.848
```

## Properties
Frontier orbital gap, eV: 8.25
Multiplicity: 1
Strongest force on any atom, Eh/bohr: 0.054
Charge: +1
M, g/mol: 864.46